Here is a 2-piece molecular cluster, C11H12NO2 overall from the OMol25 dataset. Energies are from the ωB97M-V functional and the def2-TZVPD basis.

Geometry as XYZ:
```
26
Properties=species:S:1:pos:R:3:forces:R:3:lowdin_spin:R:1
C 2.17998 0.43437 -2.41603 0.25 -0.30 1.08 0.0371
C 0.97052 -0.34977 -0.27153 -1.58 -1.21 2.68 0.1419
C -0.63931 1.17902 -0.06353 -0.07 2.21 -0.26 0.0399
C 1.17867 0.52205 -1.29807 -0.09 2.09 -2.12 0.2620
C 0.17218 1.54527 -1.15517 0.25 -0.54 -0.13 0.0078
C -1.61650 2.06833 0.38885 -0.09 -2.23 0.35 0.0308
C -1.83034 3.20351 -0.34735 0.90 1.66 -0.55 0.0886
C -0.02845 2.72954 -1.86287 0.14 -0.67 -0.19 0.0877
C -1.01394 3.58467 -1.43215 -0.78 -0.27 0.09 0.0024
N -0.11037 0.03911 0.47621 2.04 -1.40 -1.25 0.1468
H -0.52410 -0.60409 1.12483 -0.25 -0.94 0.85 0.0006
H 1.53719 -1.22924 -0.01416 -0.24 -0.19 0.18 -0.0001
H -2.25024 1.77506 1.22633 0.18 0.34 -0.11 0.0000
H 3.01350 -0.20153 -2.11542 -0.14 -0.26 -0.09 0.0010
H 2.64484 1.39677 -2.60606 -0.29 0.26 -0.28 0.0065
H -2.51921 3.95677 -0.01169 -0.53 -0.11 0.13 0.0039
H 0.55840 2.85095 -2.76035 0.09 0.55 -0.04 0.0044
H -1.24056 4.50249 -1.95871 0.11 -0.01 0.05 -0.0020
H 1.72379 0.01557 -3.31514 0.02 0.17 -0.01 0.0142
C -0.37030 -4.51339 2.92001 -1.00 -0.26 0.70 -0.0025
C -0.15485 -3.18959 2.26490 -1.75 0.95 -3.08 0.0013
O -0.86046 -2.89904 1.22635 -0.45 -0.77 -0.07 0.0808
O 0.60874 -2.32898 2.66066 2.34 1.01 2.04 0.0482
H 0.46928 -5.19611 2.89071 0.33 0.14 0.12 -0.0005
H -1.24254 -5.01884 2.49962 0.21 0.11 -0.22 -0.0001
H -0.65590 -4.27290 3.94976 0.41 -0.31 0.12 -0.0005
```
Positions in Å, forces in eV/Å.

As for the multiplicity: 2. The calculation puts the relative energy (zero: lowest compared OMol25 entry of this formula, charge and spin) at 27.27 kcal/mol. As for the total charge: 0. The LUMO energy (alpha / beta) comes out at -0.0040 / -0.1510 Eh.


Here is C11H13BF4GeNO4Pd as an isolated structure from the OMol25 dataset. Energies are from the ωB97M-V functional and the def2-TZVPD basis.

Geometry as XYZ:
```
36
Properties=species:S:1:pos:R:3:forces:R:3:lowdin_charge:R:1
Pd -0.98372 -1.15301 0.64163 0.19 0.12 0.27 1.1373
O -2.52019 4.58428 -2.89728 0.00 -0.04 0.06 -0.0333
C -2.12337 3.57138 -3.49309 0.08 0.04 -0.01 -0.6951
O -1.96375 3.33627 -4.70405 -0.03 -0.08 0.02 -0.0468
C -1.73117 2.38527 -2.56079 -0.05 0.09 -0.08 -0.0735
C -1.47499 1.12843 -3.09092 0.06 -0.04 -0.06 0.0105
C -1.11723 0.09350 -2.25405 0.11 -0.09 0.02 -0.1009
N -0.97871 0.27270 -0.93501 -0.51 0.06 0.06 -0.0132
C -1.22907 1.48386 -0.40278 0.14 0.03 0.02 -0.1700
C -1.60985 2.55266 -1.18746 0.07 0.10 0.09 0.0689
C -1.04491 1.62722 1.10144 0.09 0.27 -0.15 -0.5884
O -0.90434 2.72713 1.58930 -0.09 -0.01 0.01 0.0860
O -1.02459 0.52696 1.80645 0.21 -0.45 -0.31 -0.1391
H -1.56144 0.99875 -4.16124 0.02 -0.03 0.01 0.1169
H -0.91995 -0.90521 -2.62137 -0.06 -0.01 0.01 0.1149
H -1.80537 3.52196 -0.75018 0.00 -0.02 0.03 0.1314
C 2.94596 -0.25745 -0.27650 0.03 0.06 0.10 -0.2121
Ge 2.29033 -0.85825 1.46490 -0.13 0.00 -0.08 0.7566
C 3.49886 -2.18609 2.25515 0.02 0.09 -0.05 -0.2254
C 1.99085 0.62933 2.67909 0.02 0.03 -0.07 -0.1993
C 0.62520 -1.84876 1.07861 -0.25 0.01 0.41 -0.2012
H 3.81020 0.38806 -0.11420 0.01 0.00 -0.06 0.0216
H 2.18106 0.31663 -0.79876 -0.02 0.00 0.02 0.0148
H 3.24668 -1.09571 -0.90301 -0.01 -0.03 0.01 0.0202
H 4.47548 -1.71812 2.39285 0.00 -0.04 0.02 0.0187
H 3.62364 -3.05298 1.60727 -0.02 0.00 -0.02 0.0177
H 3.14127 -2.52199 3.22769 -0.04 0.02 -0.01 0.0194
H 2.92460 1.19131 2.73733 0.00 0.03 0.06 0.0251
H 1.72839 0.27450 3.67466 0.01 -0.04 -0.01 0.0311
H 1.19357 1.29070 2.33989 0.13 -0.07 0.01 0.0021
H 0.48150 -2.93406 1.00338 0.11 0.07 -0.17 0.0101
F -3.30960 -2.01849 -0.76406 0.00 -0.16 0.05 0.1029
B -3.10217 -2.89846 0.30464 -0.25 0.30 0.01 -1.2379
F -3.85593 -4.03238 0.25274 0.07 0.00 0.01 0.1707
F -3.23043 -2.17789 1.50881 -0.16 -0.16 -0.07 0.0801
F -1.66682 -3.24205 0.24888 0.27 -0.06 -0.14 -0.0209
```
Positions in Å, forces in eV/Å.

As for the multiplicity: 1. The calculation puts the relative energy (zero: lowest compared OMol25 entry of this formula, charge and spin) at 39.52 kcal/mol. As for the total charge: -1. The LUMO energy (alpha / beta) comes out at 0.0077 / 0.0198 Eh.


Here is C11H13CeF6NO as an isolated structure from the OMol25 dataset. Energies are from the ωB97M-V functional and the def2-TZVPD basis.

Geometry as XYZ:
```
33
Properties=species:S:1:pos:R:3:forces:R:3:lowdin_spin:R:1
C 1.31347 1.86445 -2.68427 0.25 -0.18 0.14 0.0007
C 0.71266 0.57999 -2.86501 0.71 0.08 0.36 0.0071
C 1.31214 -0.32135 -1.93832 0.14 0.44 -0.60 0.0018
C 2.27908 0.39081 -1.19244 0.07 0.56 -0.58 0.0009
C 2.30260 1.74449 -1.65244 -0.77 -0.80 -0.29 -0.0005
Ce -0.46545 1.79231 -0.22213 4.99 3.60 4.10 0.9598
N -0.78400 3.80230 1.11257 -0.25 -3.29 -2.45 -0.0495
C -2.14782 1.29171 -1.62827 -2.09 -2.38 -0.69 0.0011
C -2.16272 -0.10740 -1.71292 -1.32 2.22 -0.24 0.0606
H 1.20228 -1.40619 -1.94926 -0.27 0.39 0.27 0.0000
H 0.03616 0.30150 -3.67069 0.03 0.14 0.23 0.0000
H 3.01482 -0.05952 -0.53047 -0.36 0.18 0.10 0.0002
H 3.04267 2.49201 -1.39983 -0.21 0.04 0.19 0.0000
H 1.21174 2.72451 -3.35596 -0.15 -0.31 0.41 0.0000
H -1.86391 -0.62015 -2.64652 0.40 0.30 1.05 0.0029
H -2.70718 1.75010 -0.76389 -0.03 -0.22 -0.89 0.0031
H -1.68955 4.23935 0.87776 0.10 0.35 0.25 -0.0007
H -2.71687 -0.70729 -0.92273 0.73 0.96 -1.22 0.0043
H -1.44821 2.01673 -2.15492 -1.78 -1.14 -0.98 0.0039
C -0.30539 -0.84503 3.31848 -0.13 0.28 0.54 0.0002
C -0.06545 -1.09894 1.83396 -0.43 0.02 -1.28 0.0004
O -0.23665 0.00602 0.93462 0.65 -3.19 2.92 0.0024
C 1.35193 -1.78213 1.76072 0.73 0.40 -0.37 0.0000
F 1.45490 -2.85449 2.63002 -0.06 1.04 -0.91 0.0000
F 1.68422 -2.23633 0.52625 -0.25 0.22 1.06 0.0000
F 2.32506 -0.89018 2.12767 -0.86 -0.83 -0.26 0.0002
C -1.11742 -2.18585 1.38533 -0.20 0.45 -0.15 0.0004
F -1.15075 -3.32833 2.14609 0.04 0.96 -0.73 0.0001
F -2.36349 -1.62471 1.47156 0.67 -0.61 -0.08 0.0002
F -0.93147 -2.55383 0.09761 -0.31 -0.04 0.75 0.0003
H 0.52628 -0.26890 3.75513 -0.40 -0.10 -0.27 0.0001
H -0.36910 -1.81272 3.85478 0.01 0.59 -0.27 0.0000
H -1.24456 -0.29296 3.45753 0.34 -0.10 -0.09 0.0001
```
Positions in Å, forces in eV/Å.

As for the multiplicity: 2. As for the total charge: -1. The LUMO energy (alpha / beta) comes out at 0.0966 / 0.0955 Eh.


Here is C11H13FeO3S as an isolated structure from the OMol25 dataset. Energies are from the ωB97M-V functional and the def2-TZVPD basis.

Geometry as XYZ:
```
29
Properties=species:S:1:pos:R:3:forces:R:3:lowdin_spin:R:1
C 3.70957 -0.14470 -0.07703 -0.27 -0.68 -0.59 0.0094
S 2.49841 1.20331 -0.48034 2.48 0.91 0.16 0.1687
C 3.43490 2.63358 0.24848 -0.31 0.93 -0.42 0.0708
H 3.20802 -0.98608 0.44283 0.21 0.48 -0.30 0.0007
H 4.12583 -0.51418 -1.04350 -0.29 0.24 0.83 0.0020
H 4.53542 0.21129 0.56187 -0.62 0.06 -0.34 0.0008
H 2.76563 3.18940 0.93329 0.40 -0.32 -0.37 0.0011
H 4.34760 2.33050 0.79429 -0.63 -0.03 -0.41 0.0060
H 3.69012 3.29061 -0.61785 -0.05 -0.46 0.86 0.0043
O -1.18605 -2.14700 2.32594 -2.57 1.41 -2.20 -0.0307
C -1.94784 -1.76689 1.52108 4.56 -2.46 4.66 -0.0090
Fe -2.76298 -1.34011 0.04484 0.61 2.62 -2.66 2.4339
C -2.25275 -2.92399 -0.78933 3.68 -6.90 -2.03 0.0852
O -1.69580 -3.94165 -1.01165 -2.85 4.99 0.95 0.0553
C -4.33757 -1.80119 0.68898 -5.90 -5.21 4.34 0.0860
O -4.99870 -2.60686 1.23958 2.30 3.87 -2.58 0.1066
C 0.43827 0.26887 -0.54144 -1.49 -1.90 2.65 0.3428
C -0.28805 0.92281 0.63183 0.70 0.06 0.10 0.0443
C -1.75365 0.51665 0.75852 -1.18 2.23 -0.85 0.1098
C -2.51313 0.58480 -0.48091 1.19 -0.16 1.08 0.0541
C -1.83418 -0.08606 -1.60979 1.79 1.68 -1.29 0.1889
C -0.37805 -0.15661 -1.61498 -1.60 -0.42 -0.61 0.2097
H 1.11247 -0.51540 -0.13873 -0.50 0.10 -0.86 0.0042
H 0.33538 0.82672 1.53507 -0.52 -0.38 -0.12 0.0018
H -0.28084 2.01095 0.46780 -0.29 -0.02 0.00 0.0192
H -2.23809 0.78800 1.72089 0.28 0.17 -0.91 0.0020
H -3.50412 1.10195 -0.58173 0.86 -0.99 0.19 0.0127
H -2.43780 -0.29862 -2.52803 0.88 0.23 0.78 0.0134
H 0.20800 -0.65009 -2.39995 -0.84 -0.04 -0.09 0.0060
```
Positions in Å, forces in eV/Å.

As for the multiplicity: 5. The calculation puts the relative energy (zero: lowest compared OMol25 entry of this formula, charge and spin) at 8.61 kcal/mol. As for the total charge: +1. The LUMO energy (alpha / beta) comes out at -0.1367 / -0.2135 Eh.


Number 1: molecular weight 190.2 g mol⁻¹. Number 2: molecular weight 489.1 g mol⁻¹. Number 3: molecular weight 429.3 g mol⁻¹. Number 4: molecular weight 281.1 g mol⁻¹.